# 1
Computed, not measured: a cluster of 7 separate species, C15H44O7 in total in a non-equilibrium geometry, with ωB97M-V/def2-TZVPD.

Positions of all 66 atoms, in Å:
C  6.58615  -1.84538  1.38586
C  5.22016  -1.53925  0.79917
C  4.27915  -0.79587  1.71646
O  5.30665  -0.86568  -0.45446
H  6.49383  -2.27222  2.38424
H  7.21583  -0.95057  1.43497
H  7.14731  -2.53316  0.75078
H  4.75458  -2.53373  0.69116
H  4.58626  0.24128  1.90091
H  4.20987  -1.26479  2.69815
H  3.29006  -0.70900  1.26537
H  5.26009  -1.53435  -1.14181
C  -0.60051  -0.19764  -3.66687
C  -1.45823  -1.35755  -3.20685
C  -2.13078  -2.07315  -4.35510
O  -0.58305  -2.30964  -2.60359
H  -0.03769  0.26584  -2.84989
H  -1.18430  0.59022  -4.15654
H  0.20672  -0.45204  -4.35955
H  -2.25240  -1.04188  -2.52019
H  -2.83478  -1.42273  -4.87907
H  -2.71115  -2.91273  -3.97017
H  -1.39391  -2.44551  -5.06714
H  -0.18785  -1.92167  -1.81347
C  1.26394  3.00685  -0.76647
C  0.24360  3.52096  0.19179
C  -0.41576  4.82482  -0.24346
O  -0.81333  2.53746  0.33617
H  1.74742  2.10596  -0.37354
H  2.02205  3.73539  -1.03368
H  0.79098  2.61521  -1.67580
H  0.66244  3.72071  1.18432
H  -0.94094  4.70301  -1.19242
H  0.36897  5.56388  -0.44489
H  -1.08190  5.23657  0.51207
H  -1.46145  2.90799  0.94376
C  -5.95359  1.19480  -1.90366
C  -4.56656  0.56772  -1.96890
C  -3.50903  1.66150  -1.84904
O  -4.42744  -0.40825  -0.91699
H  -6.18030  1.66825  -2.86244
H  -6.08148  1.92239  -1.10272
H  -6.67905  0.39861  -1.72492
H  -4.43355  -0.05392  -2.85471
H  -3.65108  2.23839  -0.93873
H  -3.57157  2.29620  -2.73803
H  -2.51023  1.22404  -1.92021
H  -3.94164  -0.05593  -0.16441
C  0.33840  -2.13574  5.42373
C  0.76807  -1.47892  4.12088
C  0.99859  -2.46803  2.99817
O  -0.22539  -0.53184  3.64782
H  0.52884  -1.51217  6.30072
H  0.77313  -3.12715  5.51195
H  -0.75351  -2.21950  5.41716
H  1.68827  -0.89657  4.24549
H  1.99393  -2.91457  3.07603
H  1.05769  -1.88360  2.07569
H  0.24552  -3.24150  2.87906
H  -0.26120  0.12715  4.34890
O  -1.77099  -1.43940  1.39035
H  -1.35856  -1.18656  0.55505
H  -1.30771  -0.89669  2.04192
O  0.21581  -0.15346  -0.23107
H  -0.07483  0.74380  -0.44633
H  1.08140  -0.03669  0.16903

The calculation puts the orbital gap at 0.3668 Eh. As for the total energy: -30600.751 eV. The HOMO energy is -9.682 eV. The SMILES is CC(C)O.CC(C)O.CC(C)O.CC(C)O.CC(C)O.O.O.

# 2
Computed, not measured: the molecule C4H9N in a non-equilibrium geometry, with ωB97M-V/def2-TZVPD.

Positions of all 14 atoms, in Å:
C  -1.26333  -1.19459  0.72418
C  -0.40045  -0.23241  0.36423
C  0.54689  0.25047  1.43497
N  -0.50299  0.41662  -0.85595
C  0.69912  0.56441  -1.64595
H  -1.30595  -1.68576  1.68326
H  -2.09366  -1.46899  0.04214
H  1.60809  0.25124  1.14636
H  0.50968  -0.16489  2.45584
H  0.35258  1.32873  1.63937
H  -1.33099  0.30688  -1.41300
H  1.62562  0.53676  -1.05374
H  0.66018  1.44908  -2.28559
H  0.89521  -0.35756  -2.23611

The calculation puts the orbital gap at 0.3349 Eh. As for the total energy: -5782.911 eV. The HOMO energy is -7.991 eV. The SMILES is C=C(C)NC.